{"formula": "C35H37F6N2NaO6S2SbSi", "method": "ωB97M-V with the def2-TZVPD basis set", "species": ["Na", "O", "C", "O", "C", "C", "C", "C", "C", "C", "S", "H", "H", "H", "H", "O", "Si", "C", "C", "C", "C", "C", "C", "C", "C", "C", "C", "C", "C", "C", "C", "C", "C", "C", "C", "H", "H", "H", "H", "H", "H", "H", "H", "H", "H", "H", "H", "H", "H", "H", "F", "Sb", "F", "F", "F", "F", "F", "N", "C", "N", "C", "C", "C", "C", "C", "H", "H", "H", "H", "H", "H", "H", "H", "H", "H", "O", "O", "O", "S", "C", "C", "C", "C", "H", "H", "H", "H", "H", "H", "H", "H"], "xyz": [[1.169, -1.565, 0.145], [0.248, -4.589, 2.025], [0.277, -4.424, 0.798], [0.899, -3.586, 0.116], [-0.555, -5.422, -0.050], [-1.200, -6.456, 0.617], [-1.926, -7.424, -0.065], [-2.028, -7.375, -1.446], [-1.411, -6.340, -2.134], [-0.670, -5.371, -1.456], [-0.004, -4.077, -2.456], [-1.110, -6.465, 1.696], [-2.413, -8.222, 0.485], [-2.593, -8.127, -1.984], [-1.505, -6.263, -3.211], [0.395, 0.274, 0.749], [-0.784, 1.101, 1.379], [-2.222, 1.322, 0.133], [-3.250, 2.260, 0.275], [-4.330, 2.296, -0.600], [-4.409, 1.383, -1.647], [-3.404, 0.440, -1.807], [-2.325, 0.415, -0.928], [-0.283, 2.885, 1.818], [0.871, 3.387, 1.197], [1.322, 4.681, 1.434], [0.633, 5.509, 2.310], [-0.515, 5.040, 2.935], [-0.963, 3.748, 2.686], [-1.677, 0.261, 2.822], [-2.247, -0.991, 2.539], [-2.930, -1.712, 3.507], [-3.075, -1.190, 4.788], [-2.515, 0.040, 5.094], [-1.817, 0.750, 4.121], [-3.213, 2.977, 1.090], [-5.118, 3.028, -0.460], [-5.257, 1.400, -2.323], [-3.460, -0.293, -2.605], [-1.565, -0.349, -1.048], [1.437, 2.731, 0.542], [2.220, 5.035, 0.941], [0.992, 6.512, 2.511], [-1.062, 5.680, 3.619], [-1.868, 3.409, 3.181], [-2.145, -1.418, 1.545], [-3.338, -2.685, 3.263], [-3.607, -1.752, 5.547], [-2.603, 0.442, 6.097], [-1.358, 1.693, 4.394], [3.167, -1.455, -0.315], [3.279, -1.041, -2.236], [3.827, -2.875, -2.164], [5.163, -0.799, -2.178], [3.419, 0.182, -3.729], [3.217, 0.711, -1.359], [2.289, -1.906, -3.641], [1.025, -0.616, -1.997], [0.760, 0.420, -2.453], [0.476, 1.527, -3.053], [0.661, 1.616, -4.515], [-0.297, 2.679, -5.063], [-1.559, 2.731, -4.205], [-1.223, 3.286, -2.815], [0.137, 2.759, -2.328], [0.451, 0.630, -4.927], [1.709, 1.837, -4.722], [-0.523, 2.444, -6.105], [0.186, 3.661, -5.048], [-1.959, 1.720, -4.099], [-2.334, 3.339, -4.674], [-2.007, 3.012, -2.111], [-1.172, 4.378, -2.852], [0.136, 2.538, -1.264], [0.936, 3.478, -2.524], [-1.222, -2.854, -2.219], [-1.946, -2.924, -1.153], [2.633, -0.476, 4.158], [2.740, -0.689, 2.658], [4.376, -1.459, 2.397], [5.316, -0.417, 1.782], [4.797, 0.939, 2.262], [3.303, 0.873, 1.968], [4.248, -2.337, 1.765], [4.660, -1.759, 3.407], [5.241, -0.465, 0.694], [6.357, -0.597, 2.062], [5.279, 1.776, 1.752], [4.952, 1.050, 3.340], [3.105, 0.836, 0.892], [2.693, 1.643, 2.437]], "charge": -2, "orbital_gap_ev": [7.06, 7.19], "de_lowest_kcal_mol": 47.1, "multiplicity": 2, "energy_ha": -4004.662950, "s2": 0.76}